Record 1
C10H30O12P2 | the ωB97M-V functional and the def2-TZVPD basis

Values from the calculation:
* SMILES: COP(=O)(OC)OC.COP(=O)(OC)OC.OCCO.OCCO
* gap between HOMO and LUMO: 10.42 eV

Bonds (Å) are listed after each position.
Cartesian coordinates (Å):
1 C -2.5176 25.0656 -4.8794  O2 1.424, H9 1.098, H10 1.087, H11 1.090
2 O -2.6678 25.5905 -6.1944  C1 1.424, P3 1.611
3 P -4.0656 25.5857 -6.9950  O2 1.611, O4 1.469, O5 1.603, O7 1.600
4 O -5.1161 26.3893 -6.3561  P3 1.469
5 O -3.6191 26.0159 -8.4731  P3 1.603, C6 1.439
6 C -2.7979 27.1970 -8.4899  O5 1.439, H12 1.088, H13 1.089, H14 1.094
7 O -4.4104 24.0409 -7.2271  P3 1.600, C8 1.427
8 C -5.2966 23.5152 -8.2143  O7 1.427, H15 1.088, H16 1.088, H17 1.093
9 H -3.3754 24.4304 -4.6206  C1 1.098
10 H -2.4835 25.9000 -4.1842  C1 1.087
11 H -1.7059 24.3394 -4.8345  C1 1.090
12 H -1.7855 26.8974 -8.7516  C6 1.088
13 H -2.8583 27.8298 -7.6055  C6 1.089
14 H -3.1188 27.8860 -9.2772  C6 1.094
15 H -5.2649 24.1191 -9.1188  C8 1.088
16 H -6.2565 23.3294 -7.7377  C8 1.088
17 H -4.9050 22.5386 -8.5103  C8 1.093
18 C -8.3966 20.4965 1.1863  O19 1.416, H26 1.092, H27 1.096, H28 1.085
19 O -7.0885 20.0901 0.8277  C18 1.416, P20 1.612
20 P -6.0265 21.2315 0.4197  O19 1.612, O21 1.465, O22 1.618, O24 1.606
21 O -6.3096 22.5335 1.0293  P20 1.465
22 O -6.1062 21.1607 -1.1943  P20 1.618, C23 1.424
23 C -5.6767 19.9751 -1.8569  O22 1.424, H29 1.086, H30 1.092, H31 1.088
24 O -4.6593 20.4896 0.8183  P20 1.606, C25 1.435
25 C -3.5830 21.3789 1.1497  O24 1.435, H32 1.086, H33 1.094, H34 1.089
26 H -9.1056 19.6787 1.0379  C18 1.092
27 H -8.8196 21.2026 0.4632  C18 1.096
28 H -8.4597 20.8856 2.1967  C18 1.085
29 H -5.0274 20.2767 -2.6742  C23 1.086
30 H -6.5276 19.4128 -2.2472  C23 1.092
31 H -5.1712 19.2785 -1.1906  C23 1.088
32 H -2.7313 20.7634 1.4232  C25 1.086
33 H -3.8519 21.9696 2.0301  C25 1.094
34 H -3.3217 22.1363 0.4121  C25 1.089
35 C -2.4010 21.3850 -2.3191  C36 1.535, O38 1.446, H39 1.092, H40 1.091
36 C -2.3218 19.9150 -1.8837  C35 1.535, O37 1.420, H41 1.100, H42 1.089
37 O -1.0307 19.5354 -1.4315  C36 1.420, H43 0.970
38 O -1.2904 21.5874 -3.2228  C35 1.446, H44 0.962
39 H -2.1953 22.0286 -1.4613  C35 1.092
40 H -3.3577 21.6118 -2.7912  C35 1.091
41 H -2.5856 19.2504 -2.7201  C36 1.100
42 H -2.9985 19.5921 -1.0939  C36 1.089
43 H -0.4129 19.9669 -2.0420  O37 0.970
44 H -1.1195 22.5296 -3.1283  O38 0.962
45 C -6.1770 23.3360 -4.7390  C46 1.534, O48 1.430, H49 1.084, H50 1.095
46 C -6.0719 24.3791 -3.6186  C45 1.534, O47 1.427, H51 1.093, H52 1.088
47 O -5.2852 23.8457 -2.5540  C46 1.427, H53 0.967
48 O -6.5143 22.0431 -4.2282  C45 1.430, H54 0.959
49 H -5.2125 23.2211 -5.2214  C45 1.084
50 H -6.9196 23.7125 -5.4500  C45 1.095
51 H -7.0503 24.6207 -3.1955  C46 1.093
52 H -5.6465 25.2725 -4.0701  C46 1.088
53 H -5.7921 23.0723 -2.2696  O47 0.967
54 H -6.3898 21.3994 -4.9286  O48 0.959

Results of the Mulliken charge analysis, in e, for atoms 1 through 5: number 1, C, carries -0.02; number 2, O, carries -0.34; number 3, P, carries 1.03; number 4, O, carries -0.68; number 5, O, carries -0.36


Record 2
C10H30O5 | the ωB97M-V functional and the def2-TZVPD basis

Values from the calculation:
* SMILES: CCO.CCO.CCO.CCO.CCO
* gap between HOMO and LUMO: 10.63 eV

Bonds (Å) are listed after each position.
Cartesian coordinates (Å):
1 C 3.7858 -10.6755 23.8909  C2 1.501, H4 1.094, H5 1.091, H6 1.087
2 C 4.6359 -11.7723 23.3192  C1 1.501, O3 1.461, H7 1.094, H8 1.091
3 O 4.9099 -11.4281 21.9264  C2 1.461, H9 0.961
4 H 3.5382 -10.9155 24.9288  C1 1.094
5 H 2.8237 -10.6741 23.3766  C1 1.091
6 H 4.2413 -9.6912 23.8270  C1 1.087
7 H 4.0934 -12.7218 23.3502  C2 1.094
8 H 5.6036 -11.9457 23.7916  C2 1.091
9 H 4.9989 -12.2294 21.4027  O3 0.961
10 C 12.5289 -10.5809 30.4812  C11 1.508, H13 1.088, H14 1.093, H15 1.094
11 C 11.2280 -11.2928 30.2081  C10 1.508, O12 1.436, H16 1.089, H17 1.093
12 O 10.2029 -10.3345 29.9032  C11 1.436, H18 0.960
13 H 12.7464 -9.8320 29.7225  C10 1.088
14 H 13.3647 -11.2844 30.5241  C10 1.093
15 H 12.5088 -10.0724 31.4492  C10 1.094
16 H 10.9082 -11.8776 31.0692  C11 1.089
17 H 11.3542 -11.9522 29.3452  C11 1.093
18 H 9.7711 -10.6027 29.0890  O12 0.960
19 C 8.5792 -8.4008 26.2041  C20 1.506, H22 1.086, H23 1.092, H24 1.091
20 C 8.1884 -8.7162 24.7842  C19 1.506, O21 1.425, H25 1.099, H26 1.095
21 O 7.0565 -9.5811 24.8255  C20 1.425, H27 0.963
22 H 8.7073 -9.3044 26.7920  C19 1.086
23 H 7.7958 -7.7709 26.6297  C19 1.092
24 H 9.5047 -7.8234 26.2159  C19 1.091
25 H 9.0120 -9.2018 24.2433  C20 1.099
26 H 7.9497 -7.7963 24.2404  C20 1.095
27 H 6.7194 -9.6731 23.9286  O21 0.963
28 C 6.6477 -7.8352 21.0747  C29 1.518, H31 1.090, H32 1.096, H33 1.091
29 C 6.5403 -8.8046 19.9111  C28 1.518, O30 1.427, H34 1.090, H35 1.095
30 O 6.8879 -10.1290 20.3133  C29 1.427, H36 0.967
31 H 7.6696 -7.8073 21.4517  C28 1.090
32 H 5.9863 -8.1661 21.8830  C28 1.096
33 H 6.3397 -6.8228 20.8073  C28 1.091
34 H 7.2352 -8.5400 19.1137  C29 1.090
35 H 5.5314 -8.7945 19.4860  C29 1.095
36 H 6.1687 -10.4632 20.8663  O30 0.967
37 C 4.2387 -8.0289 27.0253  C38 1.507, H40 1.092, H41 1.090, H42 1.093
38 C 4.2481 -8.9654 28.2055  C37 1.507, O39 1.424, H43 1.099, H44 1.093
39 O 2.9162 -9.2754 28.6046  C38 1.424, H45 0.959
40 H 3.8619 -7.0340 27.2706  C37 1.092
41 H 3.6291 -8.4438 26.2222  C37 1.090
42 H 5.2600 -7.8588 26.6749  C37 1.093
43 H 4.7820 -8.4899 29.0404  C38 1.099
44 H 4.8211 -9.8623 27.9564  C38 1.093
45 H 2.8434 -10.2208 28.7463  O39 0.959

Results of the Mulliken charge analysis, in e, for atoms 1 through 5: number 1, C, carries -0.94; number 2, C, carries -0.31; number 3, O, carries -0.61; number 4, H, carries 0.28; number 5, H, carries 0.37